C35H47IN4OPSn as an isolated structure, computed with the ωB97M-V functional and the def2-TZVPD basis.

## Properties
Total charge: +3
Energy relative to the best compared isomer or geometry (same formula, charge and spin) in kcal/mol: 24.57

Last column: Löwdin charge in e.
Atoms and positions in Å:
Sn -0.357 -0.431 0.127  1.408
C 4.049 -1.103 0.355  -0.012
C 2.882 -0.395 0.999  -0.195
C 2.062 -1.125 1.874  -0.223
C 2.273 -2.618 1.990  -0.026
C 1.161 -0.439 2.717  -0.225
C 0.603 -1.131 3.933  -0.013
C 0.946 0.946 2.529  -0.210
C 0.061 1.732 3.468  -0.010
C 1.650 1.630 1.525  -0.209
C 1.367 3.089 1.279  -0.015
C 2.661 0.977 0.798  -0.186
C 3.545 1.735 -0.152  -0.002
H 3.768 -1.653 -0.542  0.058
H 4.488 -1.826 1.039  0.100
H 4.835 -0.404 0.082  0.097
H 3.045 -2.857 2.725  0.121
H 2.591 -3.048 1.042  0.082
H 1.380 -3.160 2.302  0.059
H -0.456 -0.956 4.109  0.064
H 1.106 -0.728 4.818  0.129
H 0.791 -2.200 3.947  0.085
H -0.847 2.098 2.985  0.072
H 0.584 2.619 3.825  0.112
H -0.232 1.163 4.345  0.084
H 2.139 3.720 1.726  0.120
H 0.417 3.404 1.701  0.076
H 1.343 3.313 0.214  0.076
H 3.672 1.206 -1.096  0.076
H 4.539 1.865 0.282  0.116
H 3.168 2.727 -0.376  0.075
N -2.214 0.827 0.483  -0.034
C -3.132 0.709 1.653  -0.179
C -3.603 -0.729 1.779  -0.153
C -2.543 -1.618 2.390  -0.162
N -1.397 -1.904 1.453  -0.018
H -1.872 1.784 0.372  0.113
H -2.751 0.659 -0.368  0.087
H -3.967 1.399 1.533  0.142
H -2.574 1.014 2.537  0.106
H -3.933 -1.117 0.808  0.130
H -4.482 -0.761 2.423  0.143
H -2.934 -2.592 2.686  0.143
H -2.141 -1.133 3.276  0.106
H -1.699 -2.630 0.802  0.029
H -0.643 -2.343 1.985  0.064
N -0.170 0.733 -1.408  -0.306
P 0.034 0.392 -3.000  0.866
C 1.648 -0.142 -3.545  -0.305
C 1.950 0.017 -4.900  -0.058
C 3.175 -0.408 -5.391  -0.024
C 4.103 -0.981 -4.532  -0.026
C 3.811 -1.120 -3.180  -0.059
C 2.584 -0.697 -2.686  -0.132
C -0.323 1.954 -3.783  -0.311
C 0.396 3.079 -3.367  -0.075
C 0.205 4.287 -4.010  -0.044
C -0.697 4.377 -5.066  -0.031
C -1.410 3.262 -5.481  -0.040
C -1.229 2.045 -4.840  -0.064
C -1.168 -0.829 -3.559  -0.322
C -2.492 -0.690 -3.133  -0.104
C -3.460 -1.592 -3.543  -0.053
C -3.113 -2.641 -4.390  -0.044
C -1.804 -2.776 -4.830  -0.046
C -0.831 -1.871 -4.418  -0.069
H 1.237 0.483 -5.569  0.123
H 3.409 -0.280 -6.439  0.127
H 5.064 -1.303 -4.911  0.126
H 4.559 -1.537 -2.518  0.109
H 2.367 -0.758 -1.627  0.059
H 1.102 3.001 -2.549  0.097
H 0.760 5.161 -3.698  0.120
H -0.840 5.324 -5.570  0.125
H -2.106 3.338 -6.305  0.122
H -1.785 1.177 -5.170  0.110
H -2.777 0.162 -2.525  0.097
H -4.490 -1.464 -3.236  0.119
H -3.871 -3.335 -4.727  0.124
H -1.542 -3.573 -5.513  0.122
H 0.184 -1.980 -4.778  0.107
N 1.060 -3.741 -2.083  0.270
C -0.071 -3.466 -1.473  -0.597
O -0.280 -2.317 -0.986  -0.179
C -1.123 -4.521 -1.399  -0.526
I -1.038 -5.451 0.526  0.987
H 1.778 -3.032 -2.178  0.115
H 1.229 -4.649 -2.490  0.153
H -0.991 -5.299 -2.144  0.070
H -2.105 -4.067 -1.504  0.064


A 2-piece molecular cluster, C35H47N6 overall in a non-equilibrium geometry, computed with the ωB97M-V functional and the def2-TZVPD basis.

## Properties
Total charge: +1

Last column: Löwdin charge in e.
Atoms and positions in Å:
C -1.203 1.055 2.968  -0.080
N -0.915 -0.353 3.023  -0.120
C -1.978 -1.270 2.744  -0.175
C -1.640 -2.598 3.389  -0.161
C -0.279 -3.086 2.976  -0.162
N 0.724 -2.032 3.048  -0.045
C 2.115 -2.452 3.082  -0.157
C 3.010 -1.294 2.689  -0.183
C 2.643 0.003 3.357  -0.258
N 1.237 0.282 3.304  0.037
C 0.403 -0.706 3.141  -0.343
H -0.291 1.587 3.265  0.061
H -1.495 1.357 1.951  0.095
H -2.009 1.287 3.671  0.070
H -2.889 -0.849 3.184  0.121
H -2.152 -1.369 1.657  0.131
H -1.664 -2.496 4.479  0.124
H -2.408 -3.327 3.125  0.119
H 0.032 -3.908 3.633  0.127
H -0.306 -3.478 1.947  0.129
H 2.379 -2.813 4.091  0.129
H 2.263 -3.303 2.398  0.127
H 4.037 -1.557 2.935  0.111
H 2.957 -1.157 1.608  0.115
H 2.976 -0.006 4.407  0.111
H 3.137 0.845 2.859  0.102
C -3.817 5.638 8.643  -0.043
N -3.615 4.528 7.735  -0.181
C -4.367 3.320 8.010  -0.036
C -2.759 4.615 6.677  -0.197
C -2.929 3.790 5.523  0.004
C -2.080 3.932 4.440  -0.012
C -0.890 4.711 4.534  -0.203
C 0.076 4.696 3.484  0.032
C 1.284 5.372 3.515  -0.012
C 2.168 5.580 2.428  -0.061
C 3.443 6.263 2.662  -0.170
C 4.119 6.196 3.910  -0.008
C 5.347 6.811 4.085  0.013
C 5.899 7.632 3.070  -0.232
N 7.112 8.303 3.265  -0.251
C 8.341 7.888 2.620  -0.069
C 7.202 9.531 4.029  -0.069
C 5.193 7.763 1.844  0.017
C 4.028 7.047 1.634  -0.011
C 1.824 5.111 1.081  -0.179
C 0.535 5.259 0.516  -0.024
C 0.274 4.830 -0.774  0.017
C 1.232 4.075 -1.489  -0.241
N 0.932 3.539 -2.749  -0.255
C 1.292 4.228 -3.974  -0.070
C 0.369 2.209 -2.899  -0.069
C 2.504 3.871 -0.905  0.018
C 2.815 4.461 0.305  -0.011
C -0.718 5.511 5.705  0.010
C -1.679 5.537 6.701  0.004
H -3.495 6.573 8.169  0.088
H -4.885 5.701 8.890  0.099
H -3.255 5.515 9.580  0.103
H -4.159 2.565 7.243  0.077
H -4.078 2.899 8.989  0.106
H -5.443 3.545 8.032  0.101
H -3.762 3.085 5.484  0.109
H -2.329 3.435 3.495  0.114
H -0.176 4.126 2.599  0.113
H 1.616 5.775 4.476  0.100
H 3.701 5.614 4.727  0.114
H 5.931 6.666 4.998  0.126
H 8.175 6.954 2.071  0.093
H 8.697 8.661 1.925  0.083
H 9.121 7.729 3.380  0.086
H 6.222 9.773 4.453  0.092
H 7.938 9.424 4.837  0.084
H 7.531 10.360 3.385  0.086
H 5.577 8.453 1.088  0.128
H 3.531 7.130 0.664  0.125
H -0.249 5.754 1.084  0.119
H -0.678 5.041 -1.261  0.125
H 1.777 5.179 -3.721  0.092
H 1.981 3.616 -4.575  0.083
H 0.395 4.432 -4.577  0.084
H 0.200 1.783 -1.902  0.089
H -0.588 2.255 -3.441  0.083
H 1.054 1.559 -3.463  0.083
H 3.225 3.239 -1.426  0.128
H 3.833 4.375 0.692  0.127
H 0.176 6.129 5.816  0.116
H -1.590 6.230 7.544  0.111


no.,total energy (a.u.),lowest unoccupied orbital energy (eV),orbital gap (eV)
1,-2508.63651,-10.47,5.9
2,-1690.11470,-4.44,5.0